1.
Below is a 2-piece molecular cluster, C2H6O2 overall at a distorted geometry, with properties calculated with wB97M-V/def2-TZVPD.

Energy, Ha: -229.859824
<S²>: 0.755
E_LUMO (alpha / beta), eV: -6.36 / -10.80
2S+1: 2
HOMO-LUMO gap (alpha / beta), eV: 8.6 / 4.2
Relative energy (zero: lowest compared OMol25 entry of this formula, charge and spin), kJ/mol: 190.2
HOMO (alpha / beta), eV: -14.95 / -14.95
Net charge: +1
Strongest force on any atom, eV/A: 2.237
Molar mass, g mol⁻¹: 62.068

CARTESIAN COORDINATES (ANGSTROEM)
C  4.10014  1.52072  -2.00987
H  4.04374  1.78998  -3.07248
H  3.62430  0.55691  -1.87428
H  3.46496  2.31354  -1.62817
H  5.14561  1.43602  -1.76412
O  -2.61838  0.06476  0.90017
C  -1.43443  -0.34566  0.87957
O  -1.29546  -1.56575  0.71786
H  -0.58892  0.35068  0.92418
H  -0.37837  -1.88360  0.82889

Löwdin atomic charge list, values in e, 6 entries: -0.052, 0.022, 0.002, 0.011, 0.017, 0.438

=====

2.
Below is C2H6O2Rb as an isolated structure, with properties calculated with wB97M-V/def2-TZVPD.

Energy, Ha: -254.150268
E_LUMO, eV: -4.11
HOMO-LUMO gap, eV: 9.7
Relative energy (zero: lowest compared OMol25 entry of this formula, charge and spin), kJ/mol: 56.8
HOMO, eV: -13.84
Net charge: +1
Strongest force on any atom, eV/A: 0.770
Molar mass, g mol⁻¹: 147.536

CARTESIAN COORDINATES (ANGSTROEM)
Rb  -11.96147  21.40138  8.09815
C  -10.87369  22.56976  4.21509
C  -12.35913  22.32801  4.11400
O  -12.88610  22.06586  5.42166
O  -10.10184  21.39640  4.39644
H  -10.67264  23.30317  5.01676
H  -10.49908  23.08081  3.32663
H  -12.56887  21.48618  3.44909
H  -12.79902  23.22833  3.67334
H  -13.83764  21.93145  5.35341
H  -10.56245  20.77710  4.96662

Löwdin atomic charge list, values in e, 6 entries: 1.012, -0.242, -0.216, -0.197, -0.044, 0.124

=====

3.
Below is a 2-piece molecular cluster, C2H6O2S overall, with properties calculated with wB97M-V/def2-TZVPD.

SMILES string: O=CO.CS
Energy, Ha: -628.461885
E_LUMO, eV: 0.54
HOMO-LUMO gap, eV: 9.7
Relative energy (zero: lowest compared OMol25 entry of this formula, charge and spin), kJ/mol: 19.5
HOMO, eV: -9.19
Strongest force on any atom, eV/A: 0.210
Molar mass, g mol⁻¹: 94.135

CARTESIAN COORDINATES (ANGSTROEM)
O  1.32283  -0.63061  -1.41587
C  1.69452  0.25512  -0.71452
O  1.33131  1.53480  -0.91886
H  2.37539  0.11812  0.14040
H  1.57875  2.06139  -0.14794
C  -1.37778  -1.04166  0.41854
S  -1.05699  0.45003  1.40303
H  -0.97990  -0.94248  -0.58493
H  -0.87966  -1.86902  0.90704
H  -2.44028  -1.25131  0.39299
H  -1.56820  1.31562  0.52011

Löwdin atomic charge list, values in e, 6 entries: 0.072, -0.430, 0.054, 0.140, 0.103, -0.473

=====

4.
Below is a 2-piece molecular cluster, C2H6O2S overall, with properties calculated with wB97M-V/def2-TZVPD.

SMILES string: O=CO.CS
Energy, Ha: -628.453926
E_LUMO, eV: 0.32
HOMO-LUMO gap, eV: 9.7
Relative energy (zero: lowest compared OMol25 entry of this formula, charge and spin), kJ/mol: 40.4
HOMO, eV: -9.34
Strongest force on any atom, eV/A: 0.627
Molar mass, g mol⁻¹: 94.135

CARTESIAN COORDINATES (ANGSTROEM)
O  -1.65838  2.05145  -2.20344
C  -1.86929  1.44304  -1.20802
O  -2.52364  1.99646  -0.17250
H  -1.63544  0.36788  -1.04738
H  -2.47913  1.45815  0.62661
C  2.62209  -1.66030  1.91477
S  1.46860  -1.69354  0.52205
H  3.51603  -1.10779  1.64523
H  2.21453  -1.23975  2.82665
H  2.87723  -2.68857  2.11849
H  0.76155  -0.60370  0.83546

Löwdin atomic charge list, values in e, 6 entries: 0.094, -0.407, 0.073, 0.138, 0.104, -0.496

=====

5.
Below is one molecule with the formula C2H6O2S4 at a distorted geometry, with properties calculated with wB97M-V/def2-TZVPD.

SMILES string: OC(S)(S)C(O)(S)S
Energy, Ha: -1822.970479
E_LUMO, eV: 0.34
HOMO-LUMO gap, eV: 9.8
Relative energy (zero: lowest compared OMol25 entry of this formula, charge and spin), kJ/mol: 0.0
HOMO, eV: -9.44
Strongest force on any atom, eV/A: 3.337
Molar mass, g mol⁻¹: 190.336

CARTESIAN COORDINATES (ANGSTROEM)
O  0.51164  0.03782  -1.81243
C  0.54517  0.22610  -0.42720
S  1.47261  1.78320  -0.04352
S  1.48304  -1.36863  0.19075
C  -0.80080  0.13745  0.32944
O  -0.67903  -0.12897  1.64434
S  -1.64171  1.70290  -0.18323
S  -1.85312  -1.29273  -0.25862
H  0.22183  -0.97900  -1.92804
H  2.53087  1.35728  -0.90176
H  2.65529  -0.93414  0.69936
H  0.24315  0.11131  1.90149
H  -2.95294  1.48601  0.04693
H  -1.73600  -2.13860  0.74249

Löwdin atomic charge list, values in e, 6 entries: -0.198, -1.172, 0.732, 0.733, -1.233, -0.156

=====

6.
Below is C2H6O2Tl as an isolated structure at a distorted geometry, with properties calculated with wB97M-V/def2-TZVPD.

Energy, Ha: -401.146612
E_LUMO, eV: -21.95
HOMO-LUMO gap, eV: 5.0
Relative energy (zero: lowest compared OMol25 entry of this formula, charge and spin), kJ/mol: 288.0
HOMO, eV: -26.92
Net charge: +3
Strongest force on any atom, eV/A: 2.934
Molar mass, g mol⁻¹: 266.451

CARTESIAN COORDINATES (ANGSTROEM)
Tl  -1.25504  -1.70230  1.41377
C  0.35592  0.77083  0.35566
C  0.02979  -0.08651  -0.92300
O  0.16236  -1.47180  -0.65293
O  -0.54565  0.43001  1.42926
H  0.25900  1.83602  0.14573
H  1.36897  0.61756  0.72759
H  0.75250  0.11050  -1.71482
H  -0.98196  0.17920  -1.22935
H  0.34256  -1.93531  -1.47408
H  -0.48847  1.25181  1.92219

Löwdin atomic charge list, values in e, 6 entries: 1.901, -0.031, -0.056, 0.061, -0.073, 0.206

=====

7.
Below is a 2-piece molecular cluster, C2H6O3PS overall at a distorted geometry, with properties calculated with wB97M-V/def2-TZVPD.

Energy, Ha: -1045.025461
E_LUMO, eV: 3.73
HOMO-LUMO gap, eV: 8.2
Relative energy (zero: lowest compared OMol25 entry of this formula, charge and spin), kJ/mol: 467.0
HOMO, eV: -4.52
Net charge: -1
Strongest force on any atom, eV/A: 4.998
Molar mass, g mol⁻¹: 141.108

CARTESIAN COORDINATES (ANGSTROEM)
C  1.17394  -1.20165  0.49075
C  0.35109  -0.24395  -0.28459
O  -2.00416  0.22199  -1.38503
O  -1.91245  -1.48857  0.45691
O  -1.64190  0.80805  0.94655
P  0.15073  2.17763  0.19414
S  -1.42786  -0.22067  -0.08265
H  2.16969  -1.10955  0.16053
H  1.23550  -0.86241  1.62880
H  0.86625  -2.18454  0.49080
H  0.56097  -0.32280  -1.42113
H  1.38951  2.27738  -0.47993
H  -0.91132  2.14908  -0.71515

Löwdin atomic charge list, values in e, 6 entries: -0.186, -0.415, -0.436, -0.392, -0.563, 0.772

=====

8.
Below is a 2-piece molecular cluster, C2H6O3S overall at a distorted geometry, with properties calculated with wB97M-V/def2-TZVPD.

Energy, Ha: -703.572447
E_LUMO (alpha / beta), eV: -1.48 / -1.44
HOMO-LUMO gap (alpha / beta), eV: 9.1 / 7.8
Relative energy (zero: lowest compared OMol25 entry of this formula, charge and spin), kJ/mol: 368.8
HOMO (alpha / beta), eV: -10.56 / -9.25
Strongest force on any atom, eV/A: 1.826
Molar mass, g mol⁻¹: 110.134

CARTESIAN COORDINATES (ANGSTROEM)
C  -1.99690  -0.31645  1.20007
C  1.78816  -0.37961  -1.20599
O  1.52766  1.54121  0.67936
O  -0.11163  1.52974  -1.16046
O  -0.79410  -0.88061  0.97260
S  0.73951  0.80717  -0.26160
H  -1.92481  0.67337  1.67905
H  -2.52972  -0.96149  1.92198
H  -2.61890  -0.24148  0.29307
H  1.15920  -0.82784  -1.96351
H  2.60961  0.17964  -1.64634
H  2.15191  -1.12365  -0.50821

Löwdin atomic charge list, values in e, 6 entries: -0.258, -0.131, -0.327, -0.335, -0.163, 0.758

=====

9.
Below is C2H6O5 as an isolated structure at a distorted geometry, with properties calculated with wB97M-V/def2-TZVPD.

Energy, Ha: -455.839786
E_LUMO, eV: 0.49
HOMO-LUMO gap, eV: 9.5
Relative energy (zero: lowest compared OMol25 entry of this formula, charge and spin), kJ/mol: 430.6
HOMO, eV: -9.04
Strongest force on any atom, eV/A: 6.516
Molar mass, g mol⁻¹: 110.065

CARTESIAN COORDINATES (ANGSTROEM)
C  1.53688  0.41812  0.00214
C  -0.27474  -0.12330  0.44100
O  1.89407  0.07032  -1.29388
O  -0.19426  -1.45222  0.26611
O  -0.76817  0.28779  1.60961
O  -2.19130  0.35316  -0.58282
O  -0.78211  0.58318  -0.64012
H  2.38951  0.01785  0.72509
H  1.45693  1.42879  -0.02266
H  2.04484  -0.89301  -1.38040
H  -0.83620  -1.82783  0.88400
H  -1.72509  0.53316  1.46824
H  -2.55036  0.60401  -1.47632

Löwdin atomic charge list, values in e, 6 entries: -0.094, -0.633, -0.071, 0.086, 0.093, -0.033

=====

10.
Below is a 2-piece molecular cluster, C2H6OS overall at a distorted geometry, with properties calculated with wB97M-V/def2-TZVPD.

SMILES string: C=CO.S
Energy, Ha: -553.158527
E_LUMO, eV: 0.67
HOMO-LUMO gap, eV: 9.8
Relative energy (zero: lowest compared OMol25 entry of this formula, charge and spin), kJ/mol: 117.9
HOMO, eV: -9.16
Strongest force on any atom, eV/A: 2.706
Molar mass, g mol⁻¹: 78.136

CARTESIAN COORDINATES (ANGSTROEM)
C  -1.98156  0.07109  0.55459
C  -1.56161  0.60895  -0.61388
O  -0.37411  1.18056  -0.76452
H  -3.02921  -0.25743  0.45322
H  -1.28202  -0.01774  1.37054
H  -2.21510  0.48278  -1.50579
H  -0.21799  2.01879  -1.14591
S  1.77196  -0.92953  0.45454
H  1.41234  -1.07316  -0.89114
H  1.23262  0.19445  0.91822

Löwdin atomic charge list, values in e, 6 entries: 0.014, -0.321, -0.044, 0.060, 0.043, 0.114